Entry from the OMol25 dataset: C33H28ClEuIN6OS3 as an isolated structure (the ωB97M-V functional and the def2-TZVPD basis).

Gap between HOMO and LUMO (spin up / spin down), eV: 4.87 / 6.92
Energy, Eh: -4341.00414
Energy above the lowest of the compared OMol25 structures with the same formula, charge and spin, kcal per mole: 0.00
E_HOMO (spin up / spin down), eV: -5.3 / -7.3
Strongest force on any atom, Eh/bohr: 0.061

Structure (ORCA input):
```
! RIJCOSX wB97M-V def2-TZVPD def2/J DEFGRID3
* xyz 0 8
Eu -0.3559 -0.0046 0.1637
C -2.8584 1.3336 -3.3573
C -2.0803 2.2368 -4.0877
C -0.7311 2.2962 -3.8409
C -0.1558 1.4647 -2.8520
N -0.9351 0.6607 -2.0837
C -2.2434 0.5819 -2.3786
N 1.1875 1.4037 -2.8205
C 1.9972 0.8838 -1.9569
N 1.7704 0.4958 -0.6583
C 2.9448 -0.0271 -0.1723
N 3.2084 -0.5314 0.9886
C 2.3921 -0.9291 1.9804
C 3.0242 -1.2702 3.1983
C 2.2997 -1.8427 4.2124
C 0.9472 -2.1149 3.9928
C 0.3854 -1.7402 2.7908
N 1.0585 -1.1172 1.8068
C 4.0010 0.0709 -1.1880
C 5.3323 -0.3000 -1.1916
C 6.0629 -0.0531 -2.3466
C 5.4745 0.5320 -3.4597
C 4.1325 0.8923 -3.4594
C 3.4057 0.6556 -2.3092
H -3.9190 1.2199 -3.5478
H -2.5322 2.8602 -4.8543
H -0.0720 2.9385 -4.4095
H -2.8162 -0.1281 -1.7859
H 4.0882 -1.0866 3.2790
H 2.7727 -2.1040 5.1553
H 0.3445 -2.6150 4.7427
H -0.6623 -1.9464 2.5875
H 5.7830 -0.7603 -0.3193
H 7.1148 -0.3194 -2.3774
H 6.0750 0.7105 -4.3455
H 3.6687 1.3592 -4.3209
Cl -2.9757 -6.5292 -1.2801
C -2.6929 -4.9238 -0.7111
C -3.6056 -4.3472 0.1431
C -3.3942 -3.0590 0.6163
I -4.7396 -2.1622 1.9594
C -2.2903 -2.2874 0.2586
O -2.1186 -1.0820 0.7057
C -1.3372 -2.9005 -0.6257
N -0.2402 -2.1701 -0.9541
C 0.6560 -2.6998 -1.7638
C 0.5408 -3.9849 -2.3057
C -0.5484 -4.7490 -1.9720
C -1.5351 -4.2243 -1.1141
H -4.4829 -4.9055 0.4464
H 1.5167 -2.0810 -2.0031
H 1.3067 -4.3610 -2.9771
H -0.6653 -5.7576 -2.3567
C -1.3757 4.1831 0.7595
C -2.5600 3.5594 0.0360
S -2.8686 1.7833 0.3384
C -3.5945 1.7145 2.0072
C -2.6423 1.9420 3.1664
S -1.1602 0.8600 3.0418
C 0.2233 1.9585 3.5290
C 0.4114 3.2447 2.7359
S 0.1265 3.1193 0.9216
H -1.6599 4.4909 1.7703
H -1.0491 5.0709 0.2102
H -2.4156 3.6046 -1.0489
H -3.4731 4.1081 0.2882
H -3.9878 0.6939 2.0518
H -4.4334 2.4184 2.0498
H -3.1549 1.6672 4.0958
H -2.3109 2.9796 3.2427
H 1.0965 1.3027 3.4152
H 0.1057 2.1961 4.5921
H 1.4506 3.5754 2.8433
H -0.2321 4.0460 3.1126
*
```

Mulliken population analysis, charges in e, atoms 1 to 5: Eu 0.01; C -0.88; C -0.47; C -0.80; C 0.21

---

Entry from the OMol25 dataset: C32H30Cl5CuN4O6PS4Te as an isolated structure (the ωB97M-V functional and the def2-TZVPD basis).

Gap between HOMO and LUMO (spin up / spin down), eV: 5.73 / 5.72
Energy, Eh: -8051.66199
Energy above the lowest of the compared OMol25 structures with the same formula, charge and spin, kcal per mole: 7.60
E_HOMO (spin up / spin down), eV: -2.2 / -2.2
Strongest force on any atom, Eh/bohr: 0.030

Structure (ORCA input):
```
! RIJCOSX wB97M-V def2-TZVPD def2/J DEFGRID3
* xyz -2 2
Cu 1.0316 -0.1697 1.2029
C -1.9616 -0.0469 4.3665
C -0.5275 0.1750 3.9095
C 0.4342 0.2261 5.0919
O -0.0964 -0.8946 3.0630
C -0.3698 1.5303 3.1734
O -0.9357 2.5123 3.6383
O 0.4178 1.5148 2.1616
H -2.0046 -0.8261 5.1317
H -2.5793 -0.3549 3.5204
H -2.3561 0.8862 4.7634
H 0.4453 -0.7367 5.6090
H 0.1251 1.0135 5.7777
H 1.4394 0.4512 4.7356
H -0.8623 -1.1843 2.5337
S -0.1561 4.1802 -3.8824
C 0.1393 2.9917 -2.5790
C 1.4065 2.4911 -2.3291
C 1.5536 1.5616 -1.3139
N 0.5329 1.1120 -0.5958
C -0.6728 1.6203 -0.8114
C -0.9222 2.5680 -1.7911
C 0.9096 3.5243 -5.1581
C 2.2217 3.9523 -5.3066
C 2.9913 3.3706 -6.3028
N 2.5390 2.4436 -7.1422
C 1.2722 2.0606 -7.0033
C 0.4200 2.5639 -6.0329
H 2.2680 2.8174 -2.8899
H 2.5214 1.1322 -1.0929
H -1.4712 1.2295 -0.1906
H -1.9186 2.9606 -1.9387
H 2.6295 4.7213 -4.6649
H 4.0272 3.6621 -6.4406
H 0.9257 1.3130 -7.7087
H -0.6027 2.2231 -5.9532
S -6.1900 -4.8729 -1.7577
C -5.3996 -3.6496 -0.9537
S -3.7453 -3.7928 -0.4419
C -3.7603 -2.0807 0.1616
N -4.9264 -1.5557 -0.0278
N -5.8398 -2.4036 -0.6260
C -7.0985 -1.8088 -0.9014
C -8.2708 -2.5423 -1.0768
C -9.4541 -1.8877 -1.3861
C -9.4982 -0.5084 -1.5024
C -8.3430 0.2254 -1.2721
C -7.1537 -0.4126 -0.9698
S -2.4101 -1.3729 0.8376
H -8.2587 -3.6120 -0.9739
H -10.3532 -2.4738 -1.5335
H -10.4251 -0.0070 -1.7536
H -8.3660 1.3063 -1.3329
H -6.2543 0.1503 -0.7766
Cl 2.3149 -2.5880 2.8958
C 1.9781 -3.0267 1.2549
C 1.3655 -2.0956 0.4124
C 1.1607 -2.5391 -0.8967
Cl 0.3735 -1.5227 -2.0569
C 1.5396 -3.8060 -1.3464
Cl 1.2635 -4.2948 -2.9803
C 2.1495 -4.6922 -0.4690
Cl 2.6367 -6.2583 -1.0040
C 2.3657 -4.3018 0.8452
Cl 3.1156 -5.4003 1.9462
C 5.6984 -0.3128 0.1137
C 5.4898 1.1900 0.2634
O 5.0182 1.5491 1.5520
P 3.3942 1.5353 1.8631
O 2.9255 0.2429 1.2154
Te 2.6445 3.6952 1.3061
O 3.4896 1.3718 3.4684
C 4.2193 0.2616 4.0082
C 5.5902 0.6987 4.5005
H 6.2380 -0.5311 -0.8108
H 4.7368 -0.8214 0.1001
H 6.2764 -0.6911 0.9592
H 4.7967 1.5546 -0.5042
H 6.4398 1.7164 0.1353
H 4.3044 -0.5250 3.2546
H 3.6334 -0.1342 4.8412
H 6.1959 1.0393 3.6648
H 6.0981 -0.1322 4.9961
H 5.4804 1.5216 5.2086
*
```

Mulliken population analysis, charges in e, atoms 1 to 5: Cu 0.34; C -1.61; C 1.93; C -1.53; O -0.34

---

Entry from the OMol25 dataset: C45H37GeN6O2Tc as an isolated structure (the ωB97M-V functional and the def2-TZVPD basis).

Gap between HOMO and LUMO, eV: 6.50
Energy, Eh: -4373.24632
Energy above the lowest of the compared OMol25 structures with the same formula, charge and spin, kcal per mole: 9.59
E_HOMO, eV: -13.3
Strongest force on any atom, Eh/bohr: 0.018

Structure (ORCA input):
```
! RIJCOSX wB97M-V def2-TZVPD def2/J DEFGRID3
* xyz 2 1
Tc 0.0272 -0.3334 0.0658
C 2.6917 -0.4939 6.4454
C 2.3714 -0.2204 4.9955
C 3.3667 -0.3001 4.0154
C 3.0815 -0.0338 2.6899
C 1.7927 0.3155 2.2961
N 1.4817 0.5858 0.9221
C 2.2034 1.6643 0.3404
C 2.8157 2.6584 1.1118
C 3.5070 3.6990 0.5239
C 3.6250 3.8170 -0.8636
C 4.3499 4.9810 -1.4927
C 3.0008 2.8574 -1.6296
C 2.2982 1.8120 -1.0349
N 1.5835 0.9312 -1.9238
C 2.1521 0.4990 -3.0513
C 1.3747 -0.0579 -4.0476
C 0.0131 0.0516 -3.9170
N 0.2541 0.7904 -1.6686
C 0.8018 0.3771 3.2622
C 1.0908 0.1106 4.5956
N -0.5499 0.6524 2.9081
C -1.5255 1.1418 3.7050
C -2.6775 1.2322 2.9667
C -2.3215 0.7923 1.6930
N -1.0363 0.4556 1.6604
H 3.2935 0.3181 6.8577
H 3.2760 -1.4089 6.5465
H 1.7922 -0.5893 7.0531
H 4.3760 -0.5751 4.3031
H 3.8569 -0.0899 1.9338
H 2.7428 2.6111 2.1901
H 3.9654 4.4512 1.1592
H 5.3205 5.1360 -1.0204
H 3.7775 5.9030 -1.3638
H 4.5082 4.8294 -2.5601
H 3.0037 2.9491 -2.7119
H 3.2212 0.6318 -3.1157
H 1.8422 -0.4651 -4.9351
H -0.6413 -0.2177 -4.7385
H 0.2968 0.1242 5.3343
H -1.3331 1.3965 4.7364
H -3.6429 1.5836 3.2982
H -2.9254 0.6892 0.8078
O -1.7754 -3.5299 -1.5640
C -1.0931 -2.8535 -0.8561
O -0.5971 -1.6548 -1.2103
C -0.6875 -3.2212 0.5287
C -0.9168 -4.4811 1.0256
C -0.3909 -4.8082 2.2651
C 0.3518 -3.8532 2.9343
C 0.5139 -2.5973 2.3760
N -0.0177 -2.2584 1.1907
H -1.4829 -5.1800 0.4219
H -0.5384 -5.7940 2.6877
H 0.8122 -4.0677 3.8903
H 1.0908 -1.8529 2.8935
C -0.5548 0.5388 -2.7321
Ge -2.3383 1.5464 -2.8256
C -3.7270 0.8407 -1.6981
C -3.8688 -0.5410 -1.5349
C -4.9116 -1.0510 -0.7666
C -5.8343 -0.1865 -0.1851
C -5.7277 1.1872 -0.3837
C -4.6770 1.7007 -1.1355
C -1.5817 3.2270 -2.2236
C -0.7254 3.9353 -3.0748
C -0.0292 5.0455 -2.6101
C -0.1700 5.4506 -1.2874
C -1.0073 4.7457 -0.4295
C -1.7102 3.6386 -0.8956
C -2.7494 1.4658 -4.6992
C -2.8774 2.6337 -5.4524
C -3.2399 2.5613 -6.7927
C -3.4744 1.3266 -7.3838
C -3.3592 0.1588 -6.6370
C -3.0044 0.2272 -5.2970
H -3.1762 -1.2293 -2.0080
H -5.0133 -2.1242 -0.6433
H -6.6555 -0.5853 0.4007
H -6.4683 1.8573 0.0404
H -4.6103 2.7728 -1.2964
H -0.6035 3.6253 -4.1093
H 0.6132 5.6017 -3.2853
H 0.3587 6.3269 -0.9293
H -1.1246 5.0663 0.5997
H -2.3658 3.1020 -0.2151
H -2.7112 3.6043 -4.9963
H -3.3455 3.4704 -7.3722
H -3.7598 1.2736 -8.4272
H -3.5563 -0.8023 -7.0972
H -2.9477 -0.6918 -4.7173
*
```

Mulliken population analysis, charges in e, atoms 1 to 5: Tc -0.12; C -1.68; C 0.25; C -0.96; C 0.20

---

Entry from the OMol25 dataset: a 4-piece molecular cluster, C21H50BrN3O overall (the ωB97M-V functional and the def2-TZVPD basis).

Gap between HOMO and LUMO, eV: 8.03
Energy, Eh: -3643.12904
Energy above the lowest of the compared OMol25 structures with the same formula, charge and spin, kcal per mole: 0.00
E_HOMO, eV: -11.8
Strongest force on any atom, Eh/bohr: 0.034

Structure (ORCA input):
```
! RIJCOSX wB97M-V def2-TZVPD def2/J DEFGRID3
* xyz 2 1
C -1.0375 -1.5567 -3.2545
C -1.5342 -2.9129 -2.7664
C -2.0393 -3.7301 -3.9370
N -2.3377 -5.1823 -3.6201
C -1.1382 -5.9056 -3.1452
C -3.4689 -5.3226 -2.6432
C -4.7705 -5.1779 -3.4254
C -4.3984 -5.8488 -4.7793
C -2.8666 -5.7945 -4.8844
H -0.0207 -1.6093 -3.6479
H -1.1400 -0.8140 -2.4696
H -1.6385 -1.2204 -4.1075
H -2.3841 -2.7224 -2.1033
H -0.7718 -3.4352 -2.1928
H -1.2590 -3.7962 -4.7016
H -2.9199 -3.3301 -4.4339
H -1.3154 -6.9747 -3.1984
H -0.9343 -5.6134 -2.1190
H -0.2935 -5.6425 -3.7791
H -3.4028 -6.3100 -2.1848
H -3.3141 -4.6114 -1.8330
H -5.4959 -5.8281 -2.9521
H -5.0004 -4.1252 -3.5413
H -4.7356 -6.8811 -4.7746
H -4.8653 -5.3252 -5.6086
H -2.4233 -6.7690 -5.0855
H -2.5544 -5.2064 -5.7450
C -2.3894 2.0994 6.9056
C -1.3894 1.8989 5.7735
C -0.6817 3.1969 5.4665
N 0.4076 3.1176 4.4271
C 0.8121 4.4872 4.0036
C 0.0459 2.3043 3.1859
C 0.7661 0.9971 3.3085
C 2.0558 1.3529 4.0276
C 1.6334 2.4377 5.0163
H -2.5755 1.1310 7.3716
H -3.3707 2.4100 6.5456
H -2.0434 2.8022 7.6596
H -1.8715 1.4852 4.8899
H -0.6630 1.1426 6.0877
H -0.1778 3.6073 6.3416
H -1.4095 3.9320 5.1132
H 1.6476 4.3738 3.3222
H 1.0285 5.0822 4.8854
H -0.0355 4.9301 3.4809
H 0.2396 2.8785 2.2816
H -1.0361 2.1875 3.1652
H 0.9158 0.5083 2.3478
H 0.2021 0.2672 3.8928
H 2.7917 1.8095 3.3462
H 2.6214 0.5479 4.4911
H 2.3825 3.1794 5.2758
H 1.3396 1.9699 5.9574
C 3.1729 3.6420 -0.4269
N 2.6786 2.5111 -1.2835
C 2.7498 1.2478 -0.5033
C 1.2595 2.7815 -1.6277
C 3.4783 2.3589 -2.5617
C 4.9653 2.6117 -2.4816
O 5.2241 3.9976 -2.3811
H 3.2118 4.5418 -1.0304
H 4.1596 3.4148 -0.0447
H 2.4381 3.7621 0.3643
H 2.1646 1.3627 0.4083
H 3.7838 1.0545 -0.2226
H 2.3009 0.4397 -1.0704
H 0.7626 1.8578 -1.9134
H 1.2243 3.5472 -2.4009
H 0.6941 3.1596 -0.7803
H 3.0200 2.9703 -3.3373
H 3.3234 1.3250 -2.8716
H 5.4100 2.1925 -3.3877
H 5.4024 2.0602 -1.6361
H 6.1558 4.1494 -2.5719
Br -0.7654 0.5211 0.1235
*
```

Mulliken population analysis, charges in e, atoms 1 to 5: C -1.23; C -0.14; C -0.90; N 0.33; C -1.11